Formula: CH2INS
Source: OMol25
Level of theory: wB97M-V/def2-TZVPD

Geometry as ORCA input:
```
! RIJCOSX wB97M-V def2-TZVPD def2/J DEFGRID3
* xyz 0 1
C 0.1995 0.9219 0.9297
N -0.7638 -0.5336 -1.0788
S 0.1980 0.2991 2.3426
I 0.8382 -1.1234 -2.0798
H 0.5965 1.7227 0.3521
H -1.0685 -1.2867 -0.4657
*
```

Calculated values
Highest occupied orbital energy (alpha / beta) ... -0.2820 / -0.3299 Eh
Molecular weight ... 187.01 u



Formula: C44H122N14O13
Source: OMol25
Level of theory: wB97M-V/def2-TZVPD

Geometry as ORCA input:
```
! RIJCOSX wB97M-V def2-TZVPD def2/J DEFGRID3
* xyz 0 1
C -5.7582 5.7439 -0.4657
O -4.6277 4.9226 -0.4091
C -4.2396 4.4533 -1.6924
C -2.9154 3.7396 -1.5659
C -2.3681 3.2337 -2.8876
N -3.0667 2.5531 -0.6736
H -5.5626 6.6599 -1.0348
H -6.1187 5.9943 0.5303
H -6.6032 5.2280 -0.9472
H -5.0502 3.8179 -2.0747
H -4.1396 5.3200 -2.3596
H -2.2393 4.4411 -1.0638
H -2.3529 3.9245 -3.7349
H -2.9931 2.4168 -3.2565
H -1.3455 2.8942 -2.7130
H -3.5684 2.9326 0.1308
H -2.1453 2.3202 -0.3097
C 5.1110 5.6349 -6.9790
O 4.6742 4.8647 -5.8815
C 3.9891 3.7052 -6.2629
C 3.8339 2.7500 -5.1129
C 3.0153 3.3361 -3.9368
N 5.1092 2.3240 -4.5209
H 5.6297 6.5019 -6.5781
H 4.2711 5.9654 -7.6001
H 5.8056 5.0232 -7.5675
H 3.0226 3.9333 -6.7401
H 4.5363 3.2049 -7.0842
H 3.1593 1.9191 -5.3763
H 3.5571 4.1236 -3.4078
H 2.8339 2.5640 -3.1875
H 2.0946 3.7855 -4.3183
H 4.8466 1.4718 -4.0052
H 5.7107 1.9666 -5.2638
C 3.2586 -2.1342 3.5850
O 4.1939 -1.3982 2.7958
C 3.5188 -0.5545 1.8865
C 4.5146 0.2004 1.0473
C 3.8586 1.1943 0.0968
N 5.2910 -0.7136 0.1659
H 3.1396 -3.0839 3.0485
H 2.2713 -1.6734 3.6236
H 3.6570 -2.3323 4.5747
H 2.8077 -1.1336 1.2731
H 2.8827 0.1353 2.4645
H 5.2947 0.6656 1.6522
H 3.1496 1.8359 0.6295
H 3.2246 0.6315 -0.5961
H 4.6144 1.7437 -0.4547
H 5.7284 -1.4658 0.6931
H 4.5977 -1.2188 -0.3838
C -1.0930 -1.1895 -5.2542
O -1.3665 -2.5455 -4.9966
C -2.7088 -2.7119 -4.5471
C -2.8346 -4.0288 -3.8181
C -4.2779 -4.2345 -3.3715
N -2.0263 -3.9104 -2.5904
H -0.0908 -1.0942 -5.6803
H -1.0297 -0.6260 -4.3166
H -1.7692 -0.7088 -5.9651
H -2.9702 -1.9062 -3.8538
H -3.3375 -2.6809 -5.4443
H -2.4809 -4.8962 -4.3827
H -4.9105 -4.3596 -4.2566
H -4.5918 -3.3620 -2.7975
H -4.4427 -5.1530 -2.8080
H -2.0408 -4.7856 -2.0675
H -1.0481 -3.7315 -2.7944
C 5.4305 4.1178 -1.8585
O 4.0914 4.3014 -2.1878
C 3.2161 3.5779 -1.3404
C 1.8007 3.6773 -1.8783
C 1.3356 5.0634 -2.2690
N 0.8436 3.1297 -0.8941
H 5.7448 3.0687 -1.9499
H 5.6547 4.4753 -0.8421
H 6.1310 4.6743 -2.4833
H 3.5448 2.5280 -1.4407
H 3.3582 3.8126 -0.2779
H 1.6667 3.0292 -2.7492
H 1.8261 5.4159 -3.1731
H 1.5281 5.7865 -1.4682
H 0.2524 5.0732 -2.4024
H 0.6237 3.8250 -0.1895
H 1.2083 2.3030 -0.4364
C 0.2269 1.2787 1.9851
O 0.2268 0.9740 3.3736
C -0.5348 1.8755 4.1299
C -0.5634 1.4723 5.6060
C -1.4482 2.4523 6.3678
N 0.7795 1.3982 6.2199
H 0.9889 0.6140 1.5847
H 0.6018 2.3008 1.8436
H -0.7261 1.1185 1.4857
H -0.1886 2.9122 3.9966
H -1.5900 1.8516 3.8052
H -0.9859 0.4661 5.6687
H -1.5225 3.4486 5.9333
H -1.1193 2.5264 7.4068
H -2.4514 2.0323 6.4856
H 1.1270 2.3601 6.2092
H 1.3842 0.9636 5.5210
C 0.3831 1.2807 -1.9720
O -0.2917 0.6360 -0.8963
C -1.2798 -0.2969 -1.2999
C -1.6055 -1.1869 -0.1047
C -0.4323 -2.0423 0.3392
N -2.7768 -2.0303 -0.3423
H -0.1119 2.2138 -2.2457
H 0.5148 0.5808 -2.8026
H 1.3794 1.4622 -1.5630
H -2.2006 0.1981 -1.6408
H -0.9056 -0.8715 -2.1578
H -1.8696 -0.5032 0.7108
H -0.0503 -2.6137 -0.5080
H -0.7124 -2.7082 1.1596
H 0.3574 -1.4301 0.7802
H -3.5384 -1.3930 -0.5753
H -2.6976 -2.6483 -1.1636
C -3.2217 -1.2624 6.8774
O -2.7175 -1.1445 5.5668
C -3.5928 -0.4073 4.7365
C -3.2591 -0.5773 3.2627
C -3.9951 0.5030 2.4599
N -3.5117 -1.9358 2.7479
H -3.3295 -0.2678 7.3255
H -2.5291 -1.8371 7.4918
H -4.1686 -1.8113 6.8943
H -4.6387 -0.7316 4.8370
H -3.4428 0.6362 5.0429
H -2.1734 -0.4412 3.1701
H -3.9834 0.2589 1.3968
H -3.5251 1.4778 2.5999
H -5.0373 0.5389 2.7906
H -4.5060 -1.9844 2.5323
H -3.0316 -1.9742 1.8517
C 2.7062 -0.6157 -7.3438
O 3.5212 -1.0553 -6.2932
C 2.7859 -1.2217 -5.0909
C 3.7407 -1.6263 -4.0019
C 3.1154 -1.8772 -2.6399
N 4.7761 -0.5748 -3.8058
H 3.2029 -0.7993 -8.2998
H 2.5508 0.4706 -7.3189
H 1.7428 -1.1315 -7.4134
H 2.1488 -0.3510 -4.8927
H 2.1212 -2.0874 -5.2419
H 4.3039 -2.5078 -4.3347
H 3.8786 -2.0193 -1.8824
H 2.5580 -2.8174 -2.6089
H 2.4612 -1.0233 -2.4573
H 5.5111 -0.9689 -3.2276
H 5.2050 -0.3576 -4.6997
C 2.6146 -2.6648 9.2286
O 1.5896 -2.4735 8.2831
C 2.0043 -1.6504 7.2121
C 0.9425 -1.6975 6.1332
N 0.7407 -3.0825 5.6812
C -0.3393 -3.0992 4.6894
C -0.4988 -4.5017 4.1571
O -0.9923 -5.2728 5.2490
C -0.9428 -6.6551 5.0660
H 3.0710 -1.7117 9.5139
H 3.3841 -3.3495 8.8548
H 2.2046 -3.1388 10.1201
H 2.9812 -1.8636 6.7618
H 2.0607 -0.6248 7.6061
H 1.1861 -0.9413 5.3850
H -0.0046 -1.3507 6.5792
H 0.4568 -3.5437 6.5383
H -0.0707 -2.3920 3.8984
H -1.2764 -2.7272 5.1150
H 0.4951 -4.8636 3.8697
H -1.2110 -4.5703 3.3277
H 0.0783 -7.0479 5.0034
H -1.5009 -6.9767 4.1789
H -1.4334 -7.1409 5.9110
N -3.0386 -6.7414 1.8609
C -2.7955 -5.7769 0.9156
N -3.4472 -4.5927 1.1427
O -2.1807 -6.0043 -0.1180
H -2.6096 -7.6451 1.7880
H -3.3383 -6.4687 2.7801
H -3.1949 -3.8704 0.4800
H -3.7052 -4.3770 2.0906
N -4.9048 0.7716 -2.0681
C -4.9536 0.2290 -3.3168
N -6.1019 -0.4581 -3.6154
O -4.0660 0.4343 -4.1321
H -4.0602 1.2664 -1.7770
H -5.5641 0.5741 -1.3369
H -6.7631 -0.5939 -2.8752
H -6.1950 -0.8776 -4.5198
*
```

Calculated values
Highest occupied orbital energy ... -0.3056 Eh
SMILES ... COC[C@H](C)N.COC[C@H](C)N.COC[C@H](C)N.COC[C@H](C)N.COC[C@H](C)N.COC[C@H](C)N.COC[C@H](C)N.COC[C@H](C)N.COC[C@H](C)N.COCCNCCOC.NC(N)=O.NC(N)=O
Molecular weight ... 1055.55 u



Formula: C23H22BMgN11OSe
Source: OMol25
Level of theory: wB97M-V/def2-TZVPD

Geometry as ORCA input:
```
! RIJCOSX wB97M-V def2-TZVPD def2/J DEFGRID3
* xyz 1 2
Mg -0.0290 0.2321 0.4242
C -0.2901 4.5168 0.2699
C -0.7720 3.2948 -0.1880
N -0.0182 2.2939 0.2614
N 0.9709 2.8525 1.0063
C 0.8122 4.1869 1.0301
B 2.0269 2.0106 1.8044
N 2.7176 0.9895 0.8338
C 4.0242 0.6895 0.7453
C 4.1796 -0.3446 -0.1560
C 2.8842 -0.6346 -0.5758
N 2.0068 0.1642 0.0281
N 1.2744 1.1879 2.8949
C 1.3381 1.1552 4.2369
C 0.4336 0.2194 4.6994
C -0.1618 -0.2892 3.5521
N 0.3433 0.2907 2.4636
N 3.0838 2.9537 2.3214
C 3.8971 3.7213 1.5443
C 4.6805 4.4782 2.3723
C 4.2733 4.1040 3.6683
N 3.3181 3.1961 3.6336
H -0.6836 5.4986 0.0782
H -1.6234 3.0908 -0.8179
H 1.4882 4.8125 1.5876
H 4.7541 1.2292 1.3238
H 5.0984 -0.8068 -0.4693
H 2.5455 -1.3731 -1.2861
H 2.0243 1.8026 4.7521
H 0.2385 -0.0483 5.7221
H -0.9282 -1.0437 3.4579
H 3.8510 3.6733 0.4680
H 5.4335 5.1926 2.0904
H 4.6373 4.4602 4.6184
Se -2.9487 0.6978 1.1492
C -4.2547 -0.3374 0.2665
C -5.1326 -1.1151 1.0155
C -6.0489 -1.9092 0.3376
N -6.1644 -1.9301 -0.9860
C -5.3522 -1.1463 -1.6922
C -4.3718 -0.3509 -1.1223
H -5.1048 -1.1090 2.0964
H -6.7265 -2.5492 0.8903
H -5.4851 -1.1618 -2.7680
H -3.7307 0.2577 -1.7474
N 1.9897 -4.5771 1.9496
C 0.8183 -5.0080 1.4185
O 0.3660 -6.1159 1.5992
C 0.0511 -4.0144 0.5834
C -0.9075 -4.5033 -0.2981
C -1.6408 -3.6129 -1.0613
C -1.4093 -2.2589 -0.9036
N -0.5097 -1.7752 -0.0398
C 0.2093 -2.6473 0.6855
H 2.5290 -5.2540 2.4655
H 2.4620 -3.7547 1.6193
H -1.0576 -5.5733 -0.3587
H -2.3885 -3.9532 -1.7631
H -1.9664 -1.5290 -1.4758
H 0.9119 -2.2084 1.3861
*
```

Calculated values
Highest occupied orbital energy (alpha / beta) ... -0.4320 / -0.4319 Eh
Molecular weight ... 582.58 u



Formula: C6H39O14
Source: OMol25
Level of theory: wB97M-V/def2-TZVPD

Geometry as ORCA input:
```
! RIJCOSX wB97M-V def2-TZVPD def2/J DEFGRID3
* xyz -1 1
C -1.7884 3.4337 0.1309
O -2.0738 4.1608 -0.8011
C -2.6843 2.2570 0.4638
C -1.9544 0.9033 0.6662
C -0.5558 0.8934 0.0431
C -1.7787 0.3318 2.0960
C -1.2250 -1.0626 2.0917
H -2.7459 2.1504 -2.9009
H -0.9230 3.7923 0.6952
H -3.2264 2.5515 1.3574
H -3.2479 2.0397 -0.4392
H -2.5310 0.1102 0.1715
H -0.1950 -0.0954 -0.2153
H -0.3162 1.4532 -0.8588
H 0.1329 1.2687 0.8003
H -2.6465 0.3923 2.7510
H -1.0955 1.0328 2.5678
H -0.3772 -1.3147 1.4555
H -1.9961 -1.6961 1.6287
H -1.0013 -1.5194 3.0514
H -2.8574 -3.9253 0.1244
H -2.2086 -4.2909 1.4816
O -2.7929 -4.6259 0.7997
H -3.2340 -0.0067 -2.9471
H -1.9472 -0.6567 -2.2712
O -2.8079 -0.8196 -2.6819
H -0.9537 -2.3160 -0.8485
H -2.4364 -2.0410 -1.1422
O -1.8295 -2.7277 -0.8259
H 3.7968 0.4201 1.4676
H 5.1182 -0.2158 1.2229
O 4.6664 0.2849 1.9091
H 2.5749 3.1622 -2.1172
H 1.2859 2.3583 -1.7228
O 1.8604 3.0956 -1.4875
H 1.2888 0.0460 2.5191
H 2.5934 0.0157 3.2754
O 1.6821 0.2880 3.3634
H -2.2956 2.1531 -3.4911
H 1.7677 1.2118 -3.7248
O 2.0153 0.8626 -2.8667
H 0.9655 -1.8259 -1.1543
H 0.9439 -3.3317 -1.0886
O 1.1512 -2.5920 -0.5206
H 2.6934 -3.4404 1.8500
H 1.9540 -2.4814 1.0423
O 2.2538 -2.5951 1.9732
H -1.9942 3.0680 3.7130
H -0.7779 2.8319 2.8216
O -1.5328 3.4195 2.9452
H 3.1620 -2.1268 -3.6010
H 1.5914 -1.9691 -3.2364
O 2.3498 -2.5783 -3.3810
H 2.7370 1.0372 -0.3742
H 2.2407 -0.4629 -0.1442
O 2.6211 0.3202 0.2622
H 1.3614 0.1011 -2.7296
H -0.2297 -1.5708 -3.0181
O 0.2931 -1.0371 -2.4128
*
```

Calculated values
Highest occupied orbital energy ... -0.2644 Eh
Molecular weight ... 335.36 u



Formula: C24H27N3O4
Source: OMol25
Level of theory: wB97M-V/def2-TZVPD

Geometry as ORCA input:
```
! RIJCOSX wB97M-V def2-TZVPD def2/J DEFGRID3
* xyz 0 1
C 9.3960 0.9601 1.1100
C 9.7524 -0.1729 0.5357
C 8.8883 -1.0089 -0.3620
N 7.6418 -0.3773 -0.7246
C 6.4456 -0.8346 -0.3014
O 6.3077 -1.8595 0.3303
C 5.2788 0.0750 -0.6818
C 5.1588 1.2544 0.2865
C 3.6599 1.5120 0.3917
O 3.1617 2.5177 0.8405
N 3.0160 0.4132 -0.0868
C 1.6289 0.2094 -0.1062
C 0.7395 1.2825 -0.0313
C -0.6194 1.0645 -0.0620
C -1.1353 -0.2257 -0.1756
O -2.5007 -0.3247 -0.1987
C -3.0852 -1.6001 -0.3283
C -4.6165 -1.4948 -0.3274
O -5.2999 -2.4324 -0.6753
N -5.0659 -0.3024 0.1061
C -6.4125 0.1282 0.1465
C -7.3717 -0.5821 0.8704
C -7.0112 -1.8084 1.6455
C -8.6779 -0.1081 0.8720
C -9.0204 1.0469 0.1964
C -8.0528 1.7560 -0.4929
C -6.7422 1.3078 -0.5291
C -5.6899 2.0652 -1.2838
C -0.2561 -1.2961 -0.2531
C 1.1107 -1.0771 -0.2161
C 3.9283 -0.6278 -0.5241
H 10.0686 1.5049 1.7487
H 8.4158 1.3884 0.9807
H 10.7394 -0.5843 0.6967
H 9.4482 -1.2637 -1.2705
H 8.6264 -1.9422 0.1482
H 7.7014 0.5090 -1.2002
H 5.4094 0.4364 -1.7056
H 5.6807 2.1544 -0.0346
H 5.5172 0.9836 1.2833
H 1.1183 2.2855 0.0636
H -1.3059 1.8942 -0.0021
H -2.7838 -2.0869 -1.2645
H -2.7991 -2.2539 0.5080
H -4.3611 0.4171 0.2087
H -7.8198 -2.0894 2.3152
H -6.8130 -2.6348 0.9634
H -6.1068 -1.6407 2.2295
H -9.4318 -0.6525 1.4214
H -10.0405 1.4003 0.2112
H -8.3180 2.6630 -1.0163
H -4.9604 2.5017 -0.5995
H -5.1577 1.4071 -1.9696
H -6.1406 2.8718 -1.8560
H -0.6149 -2.3093 -0.3392
H 1.7654 -1.9321 -0.2631
H 3.5806 -1.0701 -1.4603
H 4.0256 -1.4175 0.2319
*
```

Calculated values
Highest occupied orbital energy ... -0.3030 Eh
SMILES ... C=CCNC(=O)[C@@H]1CC(=O)N(c2ccc(OCC(=O)Nc3c(C)cccc3C)cc2)C1
Molecular weight ... 421.50 u



Formula: C2H4N4O2
Source: OMol25
Level of theory: wB97M-V/def2-TZVPD

Geometry as ORCA input:
```
! RIJCOSX wB97M-V def2-TZVPD def2/J DEFGRID3
* xyz 0 1
C -1.5791 -0.2020 0.8076
C 0.9481 -0.0911 -0.5807
H -0.5170 1.1451 1.2407
H -3.0908 0.3461 0.3683
H -1.5239 -1.7393 1.9897
H -1.9984 -0.4255 -1.5312
N -1.3121 -0.4882 -0.7297
N -0.1097 -0.2543 -1.2934
N 2.6794 0.3773 0.7234
N 2.9641 1.0606 -0.3427
O 1.5120 -0.2919 0.6787
O 2.0276 0.5632 -1.3306
*
```

Calculated values
Highest occupied orbital energy ... -0.3101 Eh
Molecular weight ... 116.08 u



Formula: C3H9NO3
Source: OMol25
Level of theory: wB97M-V/def2-TZVPD

Geometry as ORCA input:
```
! RIJCOSX wB97M-V def2-TZVPD def2/J DEFGRID3
* xyz 0 1
N 0.8270 -1.3180 0.9282
C 1.0296 -0.0160 1.3323
O 1.6296 0.2867 2.3406
C 0.1324 0.9916 0.6221
C 0.5961 1.3711 -0.7971
O -0.2697 2.3558 -1.3447
H 0.9955 -1.9849 1.6407
H 0.1660 -1.4952 0.1887
H -0.9171 0.7207 0.5819
H 0.3653 1.9199 1.1597
H 1.6347 1.7210 -0.7871
H 0.4947 0.5460 -1.5151
H -0.4229 3.0174 -0.6857
O -2.1696 -2.5044 -0.9463
H -1.8693 -3.3947 -0.8698
H -2.2222 -2.2168 -1.8483
*
```

Calculated values
Highest occupied orbital energy ... -0.3601 Eh
SMILES ... NC(=O)CCO.O
Molecular weight ... 107.11 u



Formula: C4H7NO2
Source: OMol25
Level of theory: wB97M-V/def2-TZVPD

Geometry as ORCA input:
```
! RIJCOSX wB97M-V def2-TZVPD def2/J DEFGRID3
* xyz 0 1
O -2.3347 1.1861 -0.8055
C -1.3457 0.5059 -0.8505
C -0.1646 0.3428 0.0590
C 1.2041 0.4828 -0.6028
O 2.1873 -0.2922 0.0281
C -0.5599 -0.9807 0.6080
N -0.0310 0.0666 1.4791
H -1.2009 -0.3377 -1.5864
H 1.4780 1.5526 -0.6066
H 1.1428 0.1506 -1.6445
H 2.0394 -0.1745 0.9813
H -0.0352 -1.7970 0.1278
H -1.6348 -1.1363 0.7080
H -0.7447 0.4310 2.1048
*
```

Calculated values
Highest occupied orbital energy ... -0.3680 Eh
SMILES ... O=C[C@]1(CO)CN1
Molecular weight ... 101.10 u



Formula: C2H5O2
Source: OMol25
Level of theory: wB97M-V/def2-TZVPD

Geometry as ORCA input:
```
! RIJCOSX wB97M-V def2-TZVPD def2/J DEFGRID3
* xyz -1 1
O 2.2790 -1.1645 0.1587
H 1.3242 -1.0001 0.3792
O -0.3038 -0.4568 0.3285
C -0.7551 0.5228 -0.3487
C -1.7971 1.3319 -0.0400
H -0.2539 0.7396 -1.3148
H -2.4181 1.1661 0.8300
H -2.1008 2.1710 -0.6621
H 2.1640 -1.4096 -0.7698
*
```

Calculated values
Highest occupied orbital energy ... -0.0944 Eh
Molecular weight ... 61.06 u



Formula: C5H11NO
Source: OMol25
Level of theory: wB97M-V/def2-TZVPD

Geometry as ORCA input:
```
! RIJCOSX wB97M-V def2-TZVPD def2/J DEFGRID3
* xyz 0 1
C -0.9811 -1.5339 0.9585
N -0.2672 -1.0760 -0.2798
C 1.1541 -0.9659 -0.3489
C 1.0435 0.2991 -1.2904
C -0.4403 0.2865 -0.8843
C -0.7082 1.5184 0.1639
O -0.0165 1.3762 1.4432
H -0.8238 -2.5958 1.0452
H -2.0956 -1.3154 0.6750
H -0.7622 -0.9238 1.8798
H 1.8936 -0.8192 0.6037
H 1.5871 -1.8447 -0.8320
H 1.7111 1.1618 -0.9539
H 1.2779 0.1116 -2.3371
H -1.3759 0.2908 -1.5827
H -1.7413 1.6341 0.5832
H -0.3617 2.5934 -0.3471
H 0.9066 1.8025 1.5038
*
```

Calculated values
Highest occupied orbital energy ... -0.3006 Eh
SMILES ... CN1CC[C@@H]1CO
Molecular weight ... 101.15 u